The following is a quantum chemistry calculation of C22H17CoF4N8O2 as an isolated structure, from the OMol25 dataset.

Computed properties:
2S+1 = 5
relative energy (zero: lowest compared OMol25 entry of this formula, charge and spin) = 7.3 kcal per mole
electronic energy = -3219.41186 Ha
total charge = 0

Each line ends with the Löwdin spin population.
Cartesian coordinates (Å):
Co  0.15910  -0.08722  -1.40518  2.72
N  -1.75662  2.47912  -0.41136  0.00
C  -2.41614  1.33371  -0.25420  0.00
N  -3.62766  1.36138  0.30242  0.00
C  -4.19666  0.17413  0.48475  0.00
N  -5.41237  0.14103  1.04991  0.00
N  -3.65643  -1.01798  0.14838  0.00
C  -2.47429  -0.92464  -0.42022  0.01
N  -1.79619  0.20218  -0.66574  0.03
C  -1.81347  -2.19102  -0.84936  0.01
C  -2.48421  -3.40119  -0.85865  0.00
C  -1.80310  -4.51722  -1.31995  0.00
C  -0.49286  -4.38204  -1.75588  0.00
C  0.10436  -3.13142  -1.70993  0.00
N  -0.54624  -2.06568  -1.25564  0.04
H  -2.26613  3.33119  -0.25837  0.00
H  -0.90181  2.47321  -0.95868  0.00
H  -5.85802  1.00206  1.30641  0.00
H  -5.86880  -0.74062  1.18968  0.00
H  -3.50562  -3.44012  -0.51435  0.00
H  -2.29230  -5.48137  -1.34725  0.00
H  0.06380  -5.22802  -2.13186  0.00
H  1.11446  -2.95073  -2.05399  0.00
F  1.26821  -0.51972  -2.85814  0.10
C  0.89650  3.62865  -5.39952  0.00
N  1.26017  3.20153  -4.05671  0.00
C  2.49310  3.44591  -3.55492  0.00
C  2.86173  3.03328  -2.32349  0.00
C  1.89002  2.28211  -1.60641  0.01
O  2.26070  1.77940  -0.43931  0.05
N  0.67374  2.07551  -2.06068  0.03
C  0.29367  2.51949  -3.30108  0.00
O  -0.82063  2.34124  -3.74886  0.00
H  1.50544  4.48655  -5.67687  0.00
H  -0.15549  3.89776  -5.40593  0.00
H  1.05130  2.82026  -6.11431  0.00
H  3.16816  3.98287  -4.20832  0.00
H  3.84464  3.19923  -1.91937  0.00
F  1.30210  -1.19194  7.36954  0.00
C  2.00309  -1.88243  6.45248  0.02
F  1.55359  -3.15903  6.50198  0.01
F  3.28153  -1.92674  6.88661  0.01
C  1.89475  -1.29817  5.08230  0.15
C  1.04135  -0.22962  4.81512  -0.01
C  0.94715  0.28381  3.54218  0.13
C  1.71980  -0.25673  2.47754  0.05
C  2.58047  -1.35435  2.77913  0.12
C  2.66067  -1.85515  4.05127  -0.01
C  1.62532  0.23249  1.19979  0.37
C  1.42262  0.70019  0.01559  0.14
H  0.44681  0.19259  5.61350  0.00
H  0.27719  1.10649  3.33313  0.01
H  3.16331  -1.78530  1.97736  0.00
H  3.31619  -2.68890  4.26547  0.00